(1)
The following is a quantum chemistry calculation of a 16-piece molecular cluster, C84H150Cl7N12 overall, from OMol25.

XYZ file:
```
253
Properties=species:S:1:pos:R:3:forces:R:3
C -2.50312 4.40535 2.44018 -0.48 -1.34 -0.17
N -2.16060 3.12755 1.68528 -0.65 1.39 1.36
C -2.05012 1.98074 2.35600 -0.07 0.74 -0.02
C -1.51094 0.88708 1.75141 0.30 -1.92 1.66
C -1.00812 0.98202 0.49022 1.28 -0.45 -2.46
C -1.07263 2.22099 -0.19474 -1.96 -0.60 0.63
C -1.79591 3.23405 0.43344 2.21 -0.82 -1.29
C -0.33820 -0.25552 -0.15790 -0.21 2.35 0.12
C -0.96014 -1.49287 -0.04603 -0.37 1.49 0.49
C -0.25529 -2.58145 -0.41541 0.93 -0.97 -1.43
N 0.95660 -2.49392 -1.06134 0.02 1.09 0.49
C 1.51978 -1.26854 -1.27839 -1.31 -0.16 0.05
C 0.84461 -0.10392 -0.86795 1.09 -0.99 0.30
C 1.72713 -3.72395 -1.43139 0.10 0.33 0.51
H -1.62022 4.57761 3.06557 -0.41 -0.05 0.17
H -3.43558 4.15845 2.97718 0.61 0.41 0.24
H -2.69440 5.20711 1.73886 -0.01 -0.04 -0.38
H -2.35184 2.02177 3.37138 -0.27 -0.05 0.67
H -1.37501 -0.04300 2.37766 -0.36 1.12 -0.98
H -0.84820 2.39768 -1.23627 0.68 -0.35 -0.06
H -1.85817 4.18714 -0.02918 -0.55 0.79 -0.26
H -2.00257 -1.37116 0.27708 0.00 -1.14 0.27
H -0.61933 -3.58241 -0.34726 -0.28 -0.50 0.10
H 2.45970 -1.25477 -1.81516 0.21 -0.10 -0.06
H 1.33561 0.85778 -1.03879 -0.40 -0.26 -0.07
H 1.05065 -4.57486 -1.55631 0.07 0.26 -0.11
H 2.39629 -3.92850 -0.58804 -0.09 -0.08 -0.22
H 2.35287 -3.51126 -2.30771 -0.28 -0.04 0.14
C 1.59570 -9.87789 1.67284 0.93 -0.28 0.41
N 0.37832 -9.20622 2.09887 -0.96 0.15 0.69
C 0.36960 -7.86126 2.12267 -0.59 -1.67 -0.14
C -0.78020 -7.19331 2.48186 2.07 -0.42 -0.17
C -1.86598 -7.87119 2.86460 -2.34 -1.08 0.28
C -1.90469 -9.30291 2.76008 0.28 1.25 0.06
C -0.74956 -9.93815 2.42141 0.68 -0.01 -1.30
C -3.06567 -7.05887 3.25507 0.93 -1.17 0.19
C -3.23671 -5.83569 2.65699 0.45 0.20 -0.88
C -4.34777 -5.10364 2.92514 0.92 0.36 -0.69
N -5.23787 -5.55472 3.76716 -2.32 0.94 0.55
C -5.09413 -6.71315 4.42156 0.64 0.58 -0.20
C -3.96599 -7.47987 4.22560 -0.62 -0.35 0.50
C -6.46601 -4.67500 4.00618 1.00 -0.75 0.00
H 2.39819 -9.40110 2.26428 -0.09 -0.41 -0.55
H 1.74635 -9.71944 0.59097 -0.15 -0.10 0.48
H 1.55032 -10.94346 1.95994 0.01 0.57 -0.35
H 1.26432 -7.31585 1.94232 0.62 -0.09 -0.38
H -0.63292 -6.15790 2.44883 -0.47 1.40 0.28
H -2.82063 -9.87066 2.81605 -0.04 0.03 0.42
H -0.70668 -11.02714 2.22341 0.15 0.88 0.35
H -2.52739 -5.45812 1.92808 -0.20 -0.09 0.07
H -4.50954 -4.16032 2.46524 -0.27 0.72 -0.31
H -5.88246 -6.85361 5.10856 -0.49 -0.83 0.79
H -3.81207 -8.35462 4.86858 -0.06 0.24 -0.56
H -7.23284 -4.84330 3.27259 -0.16 -0.42 -0.38
H -6.16428 -3.64785 3.94962 0.31 0.44 0.01
H -6.81699 -4.89692 4.98973 -0.34 -0.09 0.56
C -1.55866 2.03063 -5.14448 0.38 1.20 -1.60
N -2.62077 2.43894 -4.26345 0.36 1.33 1.21
C -2.68815 3.69022 -3.74774 -0.47 0.09 -0.47
C -3.58300 4.05011 -2.76309 0.00 -0.53 0.00
C -4.42932 3.04650 -2.24316 0.93 0.16 -0.85
C -4.29227 1.75951 -2.76819 -0.91 0.23 0.93
C -3.39196 1.51558 -3.74273 0.05 -1.71 -0.34
C -5.36125 3.27512 -1.15410 -0.72 1.90 -0.24
C -6.07252 4.50028 -1.01884 1.21 -1.04 -0.58
C -6.76706 4.66541 0.14009 -1.85 2.52 0.28
N -7.00406 3.72006 1.02130 0.69 -2.20 -0.37
C -6.45705 2.50315 0.77125 0.36 -0.21 2.23
C -5.52032 2.29490 -0.20493 -1.05 -0.49 0.16
C -7.81046 3.89298 2.23785 0.63 0.18 0.36
H -1.61915 2.63325 -6.06094 0.21 -0.04 0.28
H -1.68073 1.02356 -5.43682 -0.42 -1.11 -0.18
H -0.59749 2.12218 -4.66093 0.27 0.35 0.32
H -2.08799 4.43329 -4.21684 0.68 0.26 -0.17
H -3.53007 5.07172 -2.37585 -0.34 -0.29 0.08
H -4.88303 0.93670 -2.38395 0.03 0.04 -0.04
H -3.19379 0.52980 -4.13040 -0.34 -0.22 0.06
H -6.04415 5.32153 -1.74507 0.17 -0.55 0.43
H -7.26849 5.60859 0.39633 0.44 -0.27 -0.41
H -6.64321 1.76626 1.55968 0.03 0.10 -0.53
H -5.04864 1.31462 -0.23588 0.13 0.06 0.05
H -8.43109 4.74941 2.13160 -0.69 0.56 -0.33
H -7.16131 4.09255 3.09602 0.24 -0.32 -0.13
H -8.39727 3.00241 2.40720 -0.12 -0.12 -0.03
C -0.18862 -4.68724 -5.53647 0.74 0.76 -0.66
C -0.11429 -6.20331 -5.59956 -0.84 -0.78 1.78
C -1.41128 -6.79491 -4.99690 -0.13 0.00 -0.72
N -1.53558 -8.31133 -5.09240 0.21 0.48 0.29
C -1.73143 -8.75666 -6.50155 0.72 1.33 -0.61
C -2.64711 -8.76988 -4.20212 -1.00 -0.61 -1.22
C -2.39830 -10.28709 -4.14956 -1.37 0.75 0.27
C -0.96731 -10.25906 -3.67688 0.32 1.49 -0.12
C -0.34430 -9.02215 -4.44194 -0.73 0.28 1.15
H -0.42623 -4.30422 -4.53947 -0.08 -0.18 -0.06
H -0.93432 -4.28171 -6.26412 0.51 -0.39 0.60
H 0.80332 -4.25233 -5.80838 -0.75 -0.28 0.14
H 0.66533 -6.67691 -4.98613 0.29 0.77 -0.16
H 0.06776 -6.54145 -6.58863 -0.07 -0.20 -1.07
H -2.30773 -6.31762 -5.44147 0.33 -0.58 0.04
H -1.46216 -6.62150 -3.92871 0.24 0.31 0.23
H -0.80398 -8.51321 -7.06050 -0.67 -0.26 0.30
H -2.57514 -8.24117 -6.96322 0.08 0.21 0.24
H -1.93979 -9.79212 -6.56088 0.14 -0.95 0.07
H -3.58695 -8.44066 -4.66640 0.13 -0.16 0.34
H -2.48800 -8.30429 -3.23582 -0.09 0.04 0.16
H -2.69694 -10.75303 -5.09893 0.73 0.03 0.22
H -3.06493 -10.76021 -3.44543 -0.12 -0.05 0.48
H -0.43421 -11.17491 -3.80567 0.51 -0.45 -0.06
H -0.98852 -9.93369 -2.61398 0.20 -0.60 -0.52
H 0.33448 -9.24885 -5.22711 0.78 -0.25 -0.41
H 0.05687 -8.28309 -3.71072 0.02 -0.74 -0.51
C 0.21964 6.46093 0.72080 -0.70 -0.61 0.58
C 1.38812 5.55176 0.33630 -0.56 1.56 -0.12
C 2.08070 5.12776 1.58390 1.15 -0.30 1.04
N 3.16892 4.06070 1.41052 -2.03 -1.73 -0.54
C 2.43382 2.79712 1.20468 0.51 -1.68 0.49
C 4.08109 3.88738 2.57510 -0.41 1.78 0.71
C 5.08221 5.07144 2.35698 0.22 -1.54 -0.55
C 5.01892 5.31654 0.80303 -0.27 1.27 0.24
C 4.00349 4.32859 0.23452 1.72 -0.08 -0.67
H -0.62290 5.80841 1.00579 0.28 0.55 0.56
H -0.17657 6.98707 -0.12925 0.13 0.38 -0.45
H 0.49076 7.18892 1.50264 -0.28 -0.34 -0.20
H 1.97141 6.18714 -0.31899 0.65 -0.34 -0.20
H 0.94457 4.74812 -0.21725 0.19 -0.68 -0.47
H 1.38641 4.66947 2.28075 -0.21 0.01 0.28
H 2.59939 5.92693 2.11272 -0.29 0.35 -0.20
H 3.15109 1.96801 1.08482 0.03 0.45 -0.14
H 1.89204 2.87152 0.28749 -0.74 0.01 -0.43
H 1.84114 2.49897 2.08477 -0.17 0.70 -0.33
H 4.48599 2.87819 2.51273 0.33 0.24 -0.12
H 3.47705 3.95005 3.51431 0.42 0.00 -0.77
H 6.06921 4.69093 2.65209 -0.20 0.61 0.10
H 4.78803 5.95976 2.92413 0.28 -0.29 -0.07
H 5.98157 5.32688 0.28308 -0.18 -0.27 0.25
H 4.58992 6.31950 0.63764 0.33 -0.20 0.09
H 4.50573 3.38969 -0.11256 -0.59 0.59 0.48
H 3.42640 4.74145 -0.60814 0.14 -0.40 0.52
C 13.35087 -3.71377 -3.31742 -0.70 1.34 0.10
C 11.84823 -3.38522 -3.48654 -1.72 0.00 0.52
C 10.95206 -3.71895 -2.22223 0.23 -0.58 0.29
N 9.39655 -3.62738 -2.34044 1.07 0.25 -1.38
C 9.17079 -2.22119 -2.76824 0.58 0.04 0.00
C 8.70585 -3.86858 -1.03716 0.55 -0.09 1.36
C 7.95966 -5.20743 -1.12299 -0.50 1.74 1.34
C 7.59013 -5.29651 -2.55887 0.36 1.52 -1.16
C 8.77149 -4.66311 -3.32083 0.76 -0.26 1.27
H 13.64209 -3.55620 -2.26507 0.15 -0.01 -0.53
H 13.90394 -3.03041 -3.98753 -0.10 -0.27 0.58
H 13.60642 -4.70162 -3.62823 -0.03 -0.81 0.00
H 11.36546 -3.89333 -4.31417 0.33 -0.49 -0.41
H 11.66546 -2.32892 -3.75167 0.62 -0.31 0.41
H 11.17090 -2.99262 -1.43057 0.09 -0.31 -0.03
H 11.10739 -4.74439 -1.83908 0.28 0.49 -0.21
H 9.88355 -1.94403 -3.52954 -0.12 -0.18 -0.37
H 9.40478 -1.58336 -1.92658 -0.31 0.16 0.26
H 8.18369 -2.10424 -3.13689 -1.08 0.22 -0.07
H 8.02160 -3.03083 -0.89956 -0.18 -0.21 -0.11
H 9.42021 -3.81647 -0.18022 -0.31 -0.07 -0.84
H 7.09947 -5.06147 -0.43260 0.35 -0.56 -0.57
H 8.54159 -6.02726 -0.76596 0.53 -0.57 0.16
H 6.72388 -4.70102 -2.78548 -0.72 0.04 0.02
H 7.48965 -6.28800 -2.90033 -0.45 -1.15 -0.44
H 8.60480 -4.21937 -4.28954 -0.32 0.26 -0.07
H 9.50915 -5.44111 -3.42702 0.56 -0.12 -0.19
C 2.62873 2.07080 -9.70306 -0.39 0.44 -1.55
C 2.64382 1.56913 -8.28998 0.77 -0.98 -0.41
C 4.05692 1.67348 -7.70521 -0.55 -0.27 -0.33
N 4.13143 1.14808 -6.27139 0.18 0.38 0.06
C 3.35048 2.04068 -5.34844 0.00 1.03 0.37
C 5.62149 1.16214 -5.85468 -0.71 0.14 -2.18
C 6.10524 -0.26146 -6.13943 0.40 -0.48 1.08
C 4.90721 -1.09442 -6.65277 0.65 1.67 -0.50
C 3.76487 -0.29487 -6.05788 0.67 -0.32 0.70
H 3.09207 3.04984 -9.81902 0.14 0.07 0.13
H 1.61280 2.19883 -10.12319 0.34 -0.19 0.50
H 3.11773 1.39233 -10.39808 0.27 -0.05 0.01
H 2.48452 0.48132 -8.33711 -0.68 0.31 0.23
H 1.83968 2.09100 -7.80107 0.00 0.00 0.95
H 4.43065 2.70382 -7.69568 -0.10 -0.19 0.18
H 4.72645 1.08379 -8.38871 -0.43 0.41 0.98
H 3.67991 3.09248 -5.57160 -0.24 -0.99 0.53
H 3.50504 1.75881 -4.27647 0.20 0.23 -1.04
H 2.26071 2.01485 -5.47689 0.42 -0.33 -0.37
H 5.65696 1.50141 -4.83287 0.25 -0.02 0.21
H 6.05725 1.86713 -6.58139 0.18 0.01 0.89
H 6.38925 -0.66619 -5.17299 0.08 -0.30 0.13
H 6.99488 -0.30153 -6.76385 -0.16 0.14 -0.23
H 4.99897 -2.13024 -6.39582 -0.34 -0.37 0.52
H 4.91900 -1.01943 -7.72791 -0.29 -0.17 -0.58
H 3.86834 -0.39036 -4.98094 -0.23 -0.30 0.28
H 2.75541 -0.55057 -6.30738 -0.49 0.17 -0.55
C -5.04456 9.26204 1.08620 2.00 -0.07 -0.06
C -3.98007 9.06704 2.23991 -0.39 0.59 0.03
C -4.56265 8.12161 3.31128 -1.10 -0.89 -0.89
N -4.06573 8.03799 4.75120 -1.05 2.21 -0.57
C -2.77920 7.39858 4.65525 0.80 -0.78 0.09
C -5.09267 7.26637 5.54403 1.08 -0.29 0.07
C -6.15405 8.25743 6.04680 0.27 -0.25 0.15
C -5.56596 9.65356 5.71629 -0.67 -0.16 -0.22
C -4.07655 9.37974 5.55190 -0.02 0.41 -1.65
H -4.71666 10.09236 0.46023 0.20 0.02 0.01
H -6.00765 9.55902 1.42392 -0.88 -0.07 0.61
H -5.05379 8.39520 0.42860 -0.30 -0.08 0.26
H -3.76400 10.07706 2.62804 -0.06 -0.38 0.17
H -3.02866 8.67612 1.82193 -0.66 0.10 0.18
H -4.48854 7.07622 2.89302 0.11 0.83 0.61
H -5.64045 8.25832 3.41742 0.05 0.39 -0.16
H -2.19733 7.88652 3.87613 0.10 0.05 0.13
H -2.97321 6.36363 4.35763 0.25 0.03 0.19
H -2.26599 7.44402 5.60513 0.21 -0.10 0.22
H -4.46376 6.91086 6.36098 -0.42 -0.33 0.25
H -5.32893 6.41529 4.92258 -0.59 -0.29 0.13
H -6.15540 8.18548 7.12731 -0.02 -0.13 0.28
H -7.19753 8.02762 5.78094 0.55 0.34 -0.50
H -5.83482 10.32617 6.54581 0.45 0.05 -0.57
H -5.94540 10.06254 4.75782 0.05 -0.12 0.66
H -3.55036 9.17726 6.47089 0.11 -0.14 0.33
H -3.55636 10.19402 4.99739 -0.23 -0.80 0.30
C -4.71237 -0.03750 5.27320 -0.59 0.44 -0.72
C -4.22473 0.45985 6.63964 0.15 0.98 -0.28
C -3.15763 1.58032 6.45103 0.20 0.12 0.24
N -2.63368 2.26255 7.72487 1.06 -2.07 -0.67
C -3.61554 3.18946 8.18269 -1.61 -0.14 1.59
C -1.32811 2.94009 7.40109 0.03 -0.64 -0.68
C -0.34175 1.76340 7.38841 0.91 0.40 0.62
C -0.89827 0.61593 8.25114 -1.49 -0.06 -0.45
C -2.21071 1.26112 8.77561 1.07 0.52 -0.12
H -3.90253 0.03182 4.49365 -0.91 -0.14 0.61
H -5.60575 0.58917 4.96817 1.24 -0.67 -0.02
H -5.06499 -1.08787 5.35320 0.29 0.58 -0.11
H -3.79640 -0.36977 7.17295 0.28 -0.33 0.41
H -5.12681 0.79777 7.18519 0.67 0.04 -0.02
H -3.51711 2.45466 5.91342 -0.51 -0.32 -0.44
H -2.26338 1.24704 5.90044 -0.39 -0.29 0.29
H -4.60124 2.67985 8.38699 1.10 0.56 -0.23
H -3.72674 3.89623 7.40162 -0.46 0.95 -0.56
H -3.22472 3.63028 9.09922 -0.30 0.23 0.01
H -1.12169 3.68190 8.17011 -0.04 -0.22 0.28
H -1.35511 3.47274 6.44099 -0.23 -0.33 0.12
H 0.58541 2.17055 7.77657 0.32 -0.24 0.06
H -0.11958 1.38022 6.41164 -0.01 0.30 -0.65
H -0.27363 0.27335 9.07186 0.05 0.27 0.05
H -1.10234 -0.28539 7.62672 0.03 0.66 0.38
H -1.92594 1.87520 9.63279 -0.32 -0.12 0.15
H -3.04385 0.63819 9.00723 -0.44 -0.54 0.25
Cl 0.01674 3.28516 4.27688 0.33 -0.11 -0.22
Cl -4.93302 3.85060 4.71029 -0.25 0.08 -0.07
Cl 0.07107 -7.64778 -0.75013 -0.10 0.16 0.00
Cl 4.69329 -2.14533 -3.31492 -0.09 -0.02 0.25
Cl -3.93107 6.26476 -0.13961 0.43 -0.18 0.04
Cl -4.33708 -0.81264 0.48858 0.25 -0.14 0.05
Cl 0.84926 2.59102 -2.95562 0.18 0.03 0.12
```
Positions in Å, forces in eV/Å.

The charge is +5. The HOMO energy is -15.07 eV.

Löwdin population analysis, charges in e, atoms 1 to 5: atom 1 (C): -0.0832, atom 2 (N): -0.0397, atom 3 (C): -0.0833, atom 4 (C): -0.0301, atom 5 (C): -0.1280

=====

(2)
The following is a quantum chemistry calculation of a 2-piece molecular cluster, C2H6N2O overall, from OMol25.

XYZ file:
```
11
Properties=species:S:1:pos:R:3:forces:R:3
C 0.33771 -0.31706 0.19309 -1.44 -2.02 1.30
C 1.13060 1.07069 -1.62825 1.42 3.03 -0.69
N 1.30114 -0.91919 0.66098 -0.19 0.42 0.64
N -1.79848 -0.42241 1.47220 0.69 -0.59 1.76
O -0.92395 -0.11508 0.22212 0.40 0.86 -1.13
H 0.53688 1.99089 -1.87120 1.19 -0.37 0.87
H 2.17897 1.05762 -1.14519 -2.22 -0.03 -1.06
H 0.68311 0.33861 -2.23651 0.20 -1.62 -0.22
H 1.24991 -1.28789 1.62793 0.00 0.21 -0.50
H -1.99829 -1.40067 1.36602 0.13 -0.72 -0.18
H -2.69761 0.00450 1.33880 -0.18 0.81 -0.78
```
Positions in Å, forces in eV/Å.

Its spin multiplicity is 3. The calculation puts the energy relative to the best compared isomer or geometry (same formula, charge and spin) at 2.5629 eV. As for the expectation value of S²: 2.017. The charge is 0. The HOMO energy (alpha / beta) is -6.63 / -10.32 eV.

Löwdin population analysis, charges in e, atoms 1 to 5: atom 1 (C): -0.3767, atom 2 (C): 0.0149, atom 3 (N): 0.1313, atom 4 (N): 0.0884, atom 5 (O): -0.0733

=====

Number 1: maximum force 3.14 eV Å⁻¹, calculated total energy -195039.217 eV. Number 2: maximum force 3.41 eV Å⁻¹, calculated total energy -7191.414 eV.